[1]
Entry from OMol25: the molecule CH4N2O2S at a distorted geometry (wB97M-V/def2-TZVPD).

Summary:
Energy above the lowest of the compared OMol25 structures with the same formula, charge and spin (eV): 4.073
DFT total energy (Ha): -698.525636
HOMO energy (spin up / spin down) (Eh): -0.296 / -0.368

```
10
Properties=species:S:1:pos:R:3:forces:R:3
S -0.360094 1.117450 2.280605 -0.607 -0.240 -1.012
O 0.369828 1.160878 3.541441 0.701 -0.171 0.292
O -2.007418 -0.709799 0.829536 1.458 1.092 -1.940
N -1.350960 -0.112690 -0.178562 -1.035 -0.513 1.954
N 0.638313 0.517180 1.022429 -3.186 1.489 -1.011
C 0.086899 -0.159587 -0.137308 -0.180 -1.815 -1.720
H 0.497354 0.295774 -1.110381 -0.688 -0.583 1.405
H -1.661148 0.819237 -0.352568 -0.992 0.728 -0.337
H 1.437757 0.091843 1.259730 3.724 -1.585 1.801
H 0.210968 -1.302190 -0.204191 0.804 1.600 0.569
```
Forces are in eV/Å.

---

[2]
Entry from OMol25: a cluster of 12 separate species, C33H66Cl10O19 in total at a distorted geometry (wB97M-V/def2-TZVPD).

Summary:
Energy above the lowest of the compared OMol25 structures with the same formula, charge and spin (eV): 0.000
DFT total energy (Ha): -7328.448299
SMILES string: CCOC(=O)OC.CCOC(=O)OC.CCOC(=O)OC.CCOC(=O)OC.CCOC(=O)OC.CCOC(C)=O.CCOC(C)=O.ClCCl.ClCCl.ClCCl.ClCCl.ClCCl
HOMO energy (Eh): -0.369

```
128
Properties=species:S:1:pos:R:3:forces:R:3
Cl 0.054656 3.999825 3.778033 -0.195 -0.087 -0.046
Cl -1.558610 -0.732309 6.171177 -0.044 0.066 -0.149
Cl 1.058880 1.344977 4.707984 -0.150 0.911 0.214
Cl 2.426454 2.072538 -2.725113 -0.206 1.596 0.368
Cl 3.871152 -0.332802 -2.405466 -0.138 -0.514 -0.576
Cl -4.365933 -0.011572 6.446170 -0.609 -0.132 0.383
Cl 5.431192 4.414057 1.252217 -0.455 -0.146 -0.560
Cl -0.534045 6.031588 -0.798361 0.118 0.614 0.810
Cl 4.176383 1.860070 0.520934 -0.144 0.216 0.133
Cl -1.003916 5.106514 -3.415528 -0.571 0.003 -0.024
O -5.394317 0.555096 -0.764839 0.036 0.527 -3.281
O -1.581443 1.119463 2.342607 1.303 0.014 -3.882
O -6.782073 5.930613 0.962390 0.313 0.325 -0.471
O 3.604643 -5.174529 -0.038888 -0.522 -1.347 -1.169
O -5.104637 4.921615 -0.094162 0.494 -0.022 0.059
O -2.015536 0.770895 -3.788342 -2.148 -0.888 0.395
O 5.232809 -0.286120 3.681220 0.099 -0.638 0.675
O 3.820058 -6.570796 -1.734996 0.518 0.759 0.529
O 6.874576 0.967324 3.392443 2.260 0.655 -0.196
O -4.283846 -1.151664 -0.015906 -0.822 1.754 -0.814
O 3.094508 -3.338691 -5.641085 0.229 -0.981 1.666
O -5.318009 0.364121 1.447555 1.239 -0.961 -2.298
O 4.974709 1.976963 4.156710 1.652 -2.781 -0.876
O -0.643361 0.529601 0.240534 -0.028 -0.699 1.223
O 2.340237 -7.150773 -0.088297 2.638 2.355 -1.409
O 3.053362 -4.506263 -3.699268 0.627 -0.073 0.651
O -5.469764 4.566524 2.111570 -0.279 1.072 1.059
O -0.790542 -0.932499 -2.889377 -0.310 0.640 -0.417
O -3.015973 -1.014713 -3.007534 -0.562 0.203 -0.506
C 1.310578 -3.204508 -2.632174 -0.027 -0.257 -0.030
C 4.046088 -7.738834 -3.813078 1.191 -0.373 -0.032
C 5.103019 -3.751642 -4.524540 1.883 0.019 0.458
C 7.666146 2.170779 3.316452 -0.162 1.153 -0.759
C 2.924435 -4.701397 1.115615 -0.767 -0.272 0.762
C -5.005950 0.000020 0.294604 0.123 -1.805 4.969
C -6.311821 2.301734 -2.132697 -0.742 -0.687 0.381
C -1.852959 -0.428060 -3.202008 1.704 0.327 0.018
C -2.990725 -2.433856 -2.945757 0.021 -1.697 -0.009
C -4.257387 3.390383 3.876516 0.054 0.257 -0.148
C 1.448391 3.052009 4.297590 0.643 -0.357 -0.380
C -7.380733 6.251229 2.219826 -0.088 -0.592 0.742
C -4.388753 -2.971925 -2.754399 0.389 0.534 0.549
C -1.265915 1.351724 1.150611 -0.856 0.345 1.508
C -3.634213 -1.899661 0.992950 -0.188 0.345 0.470
C -4.255509 3.910625 2.438328 0.182 -1.842 -0.221
C 8.297146 2.253261 1.937821 -0.014 -0.727 1.277
C -2.879229 0.292897 5.596259 0.233 0.662 -0.746
C 3.198040 -6.382502 -0.590865 -2.442 -0.748 2.212
C 2.296463 0.348211 -2.881530 0.150 0.100 0.513
C -1.817786 5.563983 -1.874545 0.147 -0.746 -0.720
C 1.288212 -0.705312 1.320298 -1.112 0.884 -0.035
C 3.906221 -0.626482 4.101076 -0.794 1.694 -1.393
C -1.640870 2.704988 0.434529 0.635 -0.997 1.400
C 5.649935 0.985642 3.787875 -3.196 1.999 1.159
C -0.140392 -0.805900 0.680969 1.142 1.028 1.044
C -0.955175 1.618629 -4.131772 1.141 -0.210 0.362
C 1.649220 -4.418599 -3.466545 -0.153 -0.852 -0.023
C -5.684482 5.121831 0.935919 -1.185 0.364 -0.182
C 3.612344 -7.820636 -2.382804 -1.939 -0.223 -0.178
C -6.242115 1.718931 -0.737528 -0.108 -0.038 1.014
C 4.135697 3.617898 0.275734 0.355 0.062 0.370
C 3.657501 -3.860358 -4.670393 -1.678 1.842 -2.637
H -0.846834 -1.211910 1.404987 0.164 0.120 0.010
H -2.804698 -1.316888 1.393403 -0.315 0.010 0.423
H 8.825745 1.309433 1.804104 -0.035 0.057 -0.638
H 1.504058 -5.333391 -2.891939 -0.411 0.020 0.088
H 5.455192 -2.763993 -4.822243 -0.374 0.100 0.027
H 1.342465 -2.295904 -3.233435 0.090 -0.009 0.273
H 5.086069 -7.414735 -3.851850 0.064 0.015 -0.308
H 2.153236 2.974822 3.469737 -0.145 0.146 0.097
H -3.448136 2.660612 3.901888 0.130 0.065 0.164
H 9.040268 3.042117 2.054350 -0.115 0.216 -0.699
H 3.200004 4.047233 0.633856 0.093 -0.310 -0.159
H 3.985079 -8.619977 -1.742312 0.526 -0.002 -0.375
H 2.472839 -3.717847 0.986020 0.628 0.261 -0.581
H 1.587656 -0.022702 -2.141176 -0.174 0.004 -0.555
H -0.033401 -1.512173 -0.142332 -0.613 0.659 -0.552
H 7.484333 2.438434 1.235587 0.592 0.001 -0.376
H -6.672063 3.329030 -2.077968 0.646 0.152 -0.065
H -2.547929 6.341396 -2.099527 0.333 0.006 0.278
H 5.622080 -4.416025 -5.215394 -0.124 -0.295 0.085
H -6.629775 6.675528 2.886254 -0.039 -0.466 0.224
H -4.678531 -2.745035 -1.728410 -0.508 0.041 -0.228
H -2.283854 4.677774 -1.443837 -0.107 0.194 -0.284
H -7.095668 1.782691 -2.684325 0.167 -0.228 -0.198
H -4.377135 -2.188767 1.736312 0.345 0.026 0.298
H 2.041577 -0.215176 0.703612 -0.073 -0.621 -0.751
H 5.443948 -3.932536 -3.505152 -0.046 -0.204 -0.079
H 1.117944 -4.535146 -4.411144 -0.095 0.377 0.016
H -1.216622 2.245662 -4.984173 -0.291 -0.425 -0.065
H 3.438845 -7.093869 -4.448200 -0.056 0.116 0.387
H -8.194881 6.975974 2.221134 0.222 0.218 -1.260
H 7.078874 3.086059 3.390442 -0.568 -0.397 0.537
H -4.221422 3.047728 1.773236 0.183 -0.206 0.030
H 1.559799 -1.715962 1.625131 0.293 0.150 0.015
H -4.075753 4.164246 4.622335 0.154 0.128 -0.125
H 3.722855 -0.679053 5.174257 0.482 -0.171 -0.083
H 3.541722 -1.477471 3.525702 0.638 -0.382 0.396
H -0.838940 3.078623 -0.202193 -0.202 -0.460 -0.395
H -2.332562 -2.856796 -2.186775 0.090 0.668 0.450
H -2.604456 2.545544 -0.049397 0.158 0.126 -0.335
H -2.613565 -2.920787 -3.845054 0.291 0.792 -0.570
H 2.540075 -8.001651 -2.457386 -0.241 0.015 0.535
H -0.737403 2.305088 -3.313579 0.202 -0.243 0.106
H 0.326014 -3.292138 -2.172786 -0.198 -0.023 -0.358
H -5.040381 -2.499663 -3.489539 -0.245 -0.246 0.170
H -7.193073 1.363295 -0.340923 -0.210 0.186 -0.179
H -2.626663 1.346177 5.718395 0.230 -0.247 0.283
H -7.865679 5.340805 2.572041 0.413 0.001 0.599
H -5.840544 2.389082 0.022573 0.124 0.173 -0.243
H -3.198935 -2.788720 0.536646 -0.271 0.056 -0.260
H 4.288765 3.782862 -0.790779 0.101 0.187 0.306
H 3.321119 0.193592 3.684866 -0.488 0.032 0.520
H 8.454933 2.245390 4.065029 -0.319 -0.750 0.375
H -3.341975 4.466275 2.226660 -0.373 0.640 0.030
H 3.983735 -8.747185 -4.222272 0.091 -0.029 -0.096
H 2.052204 -5.294458 1.390554 0.314 -0.586 -0.149
H 1.995524 0.287405 -3.927402 0.348 -1.217 0.257
H 1.920144 3.605912 5.109218 -0.188 -0.550 0.145
H -0.113579 0.963106 -4.355610 0.316 0.465 -0.094
H 1.316677 -0.016096 2.164265 -0.509 -0.382 0.489
H -5.358896 2.118701 -2.629212 -0.053 0.595 -0.084
H 3.615485 -4.679958 1.958286 0.029 0.022 -0.123
H -1.753714 3.468437 1.204276 -0.151 -0.235 0.076
H -5.159876 2.871847 4.200137 -0.157 -0.001 -0.493
H -4.344051 -4.054895 -2.869660 -0.182 0.036 -0.160
H 1.999460 -3.196019 -1.787496 0.287 0.344 -0.114
H -3.064767 0.151892 4.531463 0.245 -0.369 0.138
```
Forces are in eV/Å.

---

[3]
Entry from OMol25: a cluster of 2 separate species, C2H4NO3S2 in total at a distorted geometry (wB97M-V/def2-TZVPD).

Summary:
Energy above the lowest of the compared OMol25 structures with the same formula, charge and spin (eV): 1.977
DFT total energy (Ha): -1155.441546
Net charge: -1
HOMO energy (Eh): -0.115

```
12
Properties=species:S:1:pos:R:3:forces:R:3
S 1.961164 -1.452468 0.039976 -0.871 0.105 -1.387
S 1.139244 1.411138 -0.070535 -2.235 -0.897 0.644
O -2.851738 -1.129940 0.506882 0.197 0.356 1.995
O -0.101434 1.966444 0.942135 0.631 1.998 -1.004
O 0.556276 1.118395 -1.465609 0.791 -0.046 1.976
N -1.500111 -0.752005 -1.307630 3.753 2.118 -1.928
C 1.093189 -0.113422 0.929039 1.236 -0.333 -0.188
C -1.990991 -0.822273 -0.226240 -2.530 -1.364 -0.492
H 1.127657 -1.441095 -1.099313 0.898 -0.244 1.338
H -0.638010 -0.079684 -1.509005 -1.414 -1.013 0.494
H -0.575483 1.272731 1.420987 0.510 -0.978 -0.320
H 1.780232 0.022181 1.839314 -0.966 0.297 -1.128
```
Forces are in eV/Å.